No. 1
Density functional theory data (the ωB97M-V functional and the def2-TZVPD basis) for a molecular structure, C38H31MnOP2Si.

Calculated values
**Largest force on an atom**: 0.0079 hartree/bohr
**Gap between HOMO and LUMO (alpha / beta)**: 5.59 / 6.59 eV
**LUMO level (alpha / beta)**: -10.903 / -10.141 eV
**Charge**: +3
**2S+1**: 4

```
74
Properties=species:S:1:pos:R:3:forces:R:3:mulliken_charge:R:1
Mn -0.111 0.554 0.245 -0.39 0.07 -0.10 -0.29
C 1.622 -2.873 0.344 0.07 0.11 -0.05 -1.08
Si 1.198 -1.318 -0.549 -0.20 -0.11 -0.15 0.34
C 2.130 0.293 -0.159 0.12 0.10 0.08 1.18
C 2.959 0.728 -1.209 0.01 -0.03 0.00 -0.88
C 4.022 1.586 -0.959 0.02 0.02 0.04 -0.87
C 4.242 2.076 0.322 0.00 -0.01 -0.05 -0.75
C 3.384 1.737 1.369 -0.03 -0.01 0.03 -0.64
C 2.355 0.841 1.139 0.10 -0.07 0.07 0.29
P 0.995 0.523 2.300 0.08 0.01 -0.04 2.09
C -0.097 1.951 2.194 -0.05 0.05 0.03 -0.17
C -1.317 1.927 2.911 0.03 -0.06 0.00 -0.78
C -2.266 2.898 2.678 -0.02 0.01 -0.01 -0.93
C -2.058 3.879 1.703 -0.01 0.01 0.00 -0.65
C -0.892 3.892 0.962 0.01 -0.01 -0.01 -0.77
C 0.099 2.938 1.206 0.05 -0.08 -0.10 0.52
C 1.307 -0.041 3.945 0.03 0.05 0.05 1.09
C 1.081 0.845 5.007 -0.02 0.01 0.00 -0.55
C 1.375 0.439 6.296 0.01 -0.02 0.00 -0.84
C 1.889 -0.832 6.524 0.00 -0.01 0.00 -0.52
C 2.120 -1.707 5.467 0.00 0.02 0.02 -0.91
C 1.831 -1.319 4.174 0.00 -0.03 -0.02 -0.33
C 0.728 -1.472 -2.328 0.04 -0.13 0.06 0.59
C 1.338 -2.473 -3.093 0.03 -0.02 0.04 -0.92
C 1.048 -2.609 -4.443 -0.01 0.01 -0.03 -0.86
C 0.131 -1.760 -5.045 0.00 0.00 0.02 -0.81
C -0.506 -0.776 -4.299 0.02 0.01 0.01 -0.47
C -0.214 -0.631 -2.947 0.00 0.09 -0.05 -0.10
P -1.082 0.636 -1.990 0.29 0.15 0.24 2.06
C -0.824 2.262 -2.709 -0.18 -0.03 -0.24 0.73
C 0.343 2.979 -2.444 0.11 -0.04 0.05 -0.20
C 0.570 4.197 -3.062 -0.02 0.01 -0.01 -0.83
C -0.368 4.706 -3.953 -0.02 -0.01 -0.01 -0.70
C -1.528 3.995 -4.229 0.06 0.05 0.01 -0.76
C -1.760 2.776 -3.611 -0.07 -0.03 0.04 -0.57
C -2.832 0.266 -1.944 -0.03 -0.04 0.01 0.63
C -3.714 1.246 -1.472 -0.01 -0.03 0.04 -0.61
C -5.061 0.952 -1.351 0.01 0.00 -0.01 -0.77
C -5.531 -0.312 -1.690 0.00 -0.01 0.00 -0.60
C -4.657 -1.288 -2.150 -0.01 0.03 0.01 -0.83
C -3.304 -1.005 -2.274 0.00 0.01 -0.03 -0.49
H 2.650 -3.156 0.097 0.00 -0.01 0.00 0.45
H 0.965 -3.679 0.013 -0.02 0.01 -0.01 0.46
H 1.552 -2.789 1.426 -0.01 0.03 0.01 0.32
H 2.801 0.358 -2.216 -0.01 0.00 -0.01 0.61
H 4.685 1.874 -1.765 -0.01 -0.01 -0.02 0.52
H 5.076 2.741 0.506 0.00 0.00 0.02 0.48
H 3.531 2.169 2.352 0.00 -0.01 0.01 0.54
H -1.503 1.158 3.651 0.02 0.00 0.00 0.59
H -3.183 2.897 3.252 0.00 -0.01 0.01 0.49
H -2.814 4.636 1.538 0.00 0.00 -0.01 0.50
H -0.724 4.652 0.211 0.00 0.01 0.00 0.53
H 1.052 3.025 0.697 0.01 0.02 0.00 0.38
H 0.693 1.841 4.835 0.01 -0.01 -0.01 0.44
H 1.209 1.116 7.123 0.00 0.00 0.00 0.45
H 2.116 -1.144 7.535 0.00 0.00 0.00 0.44
H 2.527 -2.691 5.656 0.00 0.00 0.00 0.46
H 2.025 -2.003 3.359 -0.01 0.01 -0.03 0.11
H 2.051 -3.156 -2.644 0.00 0.01 0.02 0.44
H 1.536 -3.379 -5.025 0.00 -0.01 0.01 0.47
H -0.098 -1.869 -6.097 -0.01 0.00 0.00 0.48
H -1.235 -0.132 -4.776 0.00 0.02 0.01 0.53
H 1.097 2.581 -1.772 -0.03 -0.01 0.02 0.05
H 1.478 4.750 -2.858 0.00 0.00 0.00 0.48
H -0.190 5.656 -4.438 0.00 0.00 0.00 0.45
H -2.252 4.390 -4.928 -0.01 -0.01 0.00 0.48
H -2.673 2.235 -3.827 0.03 -0.01 0.00 0.51
H -3.356 2.240 -1.226 0.02 -0.01 0.00 0.58
H -5.749 1.711 -1.004 -0.01 0.00 0.00 0.47
H -6.586 -0.535 -1.603 0.00 0.00 0.00 0.45
H -5.029 -2.266 -2.422 0.00 0.00 0.00 0.49
H -2.632 -1.770 -2.645 0.02 0.01 0.00 0.40
O -2.020 -1.782 0.866 0.03 0.04 0.00 -0.19
C -1.311 -0.939 0.645 -0.04 -0.13 0.03 0.11
```
Positions in Å, forces in eV/Å.

No. 2
Density functional theory data (the ωB97M-V functional and the def2-TZVPD basis) for 9 unconnected molecules or ions with the total composition C3H25N3O8 in a non-equilibrium geometry.

Calculated values
**Largest force on an atom**: 0.1615 hartree/bohr
**ΔE to the lowest compared entry with this formula, charge and spin**: 51.3 kcal/mol
**Gap between HOMO and LUMO (alpha / beta)**: 10.47 / 5.21 eV
**LUMO level (alpha / beta)**: -2.968 / -8.227 eV
**Charge**: +1
**2S+1**: 2

```
39
Properties=species:S:1:pos:R:3:forces:R:3:mulliken_charge:R:1
C -1.925 0.661 -0.014 -0.89 3.70 0.86 -0.93
C -1.623 -0.758 0.362 -1.71 -1.30 0.99 -0.87
N -0.160 -1.053 0.124 -2.41 -0.42 5.79 0.43
C 0.664 -1.619 1.220 -5.86 2.76 1.78 0.02
N -0.146 -1.607 2.435 6.17 -5.35 -1.49 -0.21
N 1.835 -1.858 0.886 2.27 -2.03 -0.28 -0.23
H -1.598 1.045 -0.989 0.56 -0.56 0.17 0.44
H -3.005 1.004 -0.095 0.80 -1.45 0.36 0.42
H -1.573 1.386 0.844 -0.17 -1.53 -1.84 -0.01
H -2.178 -1.528 -0.253 0.53 0.83 0.18 0.57
H -2.108 -0.950 1.448 1.87 0.27 -2.67 0.44
H 0.032 -1.034 -0.819 1.51 -0.02 -2.54 0.29
H -0.793 -0.931 2.556 -1.87 2.60 0.67 0.15
H 0.194 -2.194 3.265 -0.64 1.59 -1.88 0.29
H 2.396 -2.439 1.535 -0.28 0.77 -0.15 0.26
H 1.747 0.772 -2.933 2.63 0.54 -1.16 0.26
H 1.103 -0.311 -2.124 1.49 -3.46 0.96 0.32
O 0.981 0.482 -2.530 -3.97 2.99 0.02 -0.55
H 0.514 -2.465 -3.407 -0.26 -0.08 -1.41 0.31
H 2.125 -2.660 -3.223 -1.40 0.25 -0.15 0.32
O 1.240 -2.530 -2.813 1.45 -0.10 1.70 -0.60
H -0.293 3.838 -1.715 -0.65 0.83 -2.33 0.28
H -0.186 2.472 -0.994 -0.14 -2.00 -1.03 0.33
O -0.109 3.391 -0.934 1.68 0.79 3.20 -0.63
H -3.032 3.666 0.160 -1.69 -0.92 0.82 0.28
H -1.538 3.817 0.013 -1.02 0.91 -0.64 0.38
O -2.410 4.232 -0.231 1.94 0.36 -0.04 -0.61
H -1.613 1.358 3.361 1.18 -0.43 -0.50 0.32
H -0.228 1.785 2.902 1.25 1.23 0.09 0.25
O -0.782 1.030 2.923 -2.48 -0.50 0.72 -0.59
H 1.324 2.534 1.161 0.08 0.55 0.93 0.29
H 2.712 2.330 1.148 1.79 -0.20 -0.38 0.30
O 2.074 2.560 1.800 -1.98 -0.26 -0.67 -0.60
H -0.827 -3.065 -0.223 -1.42 -2.52 0.09 0.18
H -1.074 -4.374 -1.004 -0.34 0.08 0.62 0.33
O -1.396 -3.917 -0.198 1.83 2.08 -0.82 -0.63
H 3.290 -0.343 -0.918 -0.07 1.90 1.45 0.28
H 2.874 -1.732 -1.185 1.63 1.48 -1.00 0.34
O 3.491 -0.996 -1.541 -1.42 -3.36 -0.42 -0.61
```
Positions in Å, forces in eV/Å.

No. 3
Density functional theory data (the ωB97M-V functional and the def2-TZVPD basis) for a molecular structure, C22H18Br2N3O7PdSe in a non-equilibrium geometry.

Calculated values
**Largest force on an atom**: 0.0548 hartree/bohr
**ΔE to the lowest compared entry with this formula, charge and spin**: 30.8 kcal/mol
**Gap between HOMO and LUMO**: 5.53 eV
**LUMO level**: 1.369 eV
**Charge**: -1

```
54
Properties=species:S:1:pos:R:3:forces:R:3:mulliken_charge:R:1
Pd 0.214 0.399 -0.008 -0.77 -0.23 0.24 0.53
O 2.336 -0.158 6.587 0.25 0.02 -0.04 -0.51
C 0.982 -0.096 6.200 -0.39 -0.09 0.21 -0.65
C 0.842 0.121 4.721 -1.15 0.32 -0.03 0.53
C -0.416 0.525 4.219 1.20 -0.25 0.52 -1.08
C -0.564 0.702 2.869 -0.36 0.36 -0.30 -0.46
N 0.429 0.533 1.995 1.23 -1.30 0.28 0.19
C 1.652 0.096 2.455 -2.14 0.67 1.12 0.51
C 1.860 -0.106 3.830 0.31 0.16 -0.84 -0.61
C 2.626 -0.186 1.440 1.49 -0.73 -2.27 0.44
C 4.013 -0.048 1.611 -1.07 0.12 0.47 -0.40
C 4.870 -0.309 0.564 -0.13 -0.32 -1.03 0.58
C 6.354 -0.077 0.706 0.13 -0.28 -0.17 -0.66
O 6.662 1.133 1.365 -0.13 0.26 0.14 -0.52
C 4.313 -0.750 -0.652 0.53 0.34 0.97 -0.96
C 2.946 -0.865 -0.764 -0.23 -0.17 0.03 -0.38
N 2.112 -0.593 0.236 0.97 0.05 1.22 -0.35
H 2.372 -0.269 7.542 0.03 -0.02 -0.07 0.30
H 0.462 0.721 6.727 0.06 -0.17 -0.14 0.34
H 0.469 -1.040 6.456 0.03 0.20 -0.05 0.28
H -1.243 0.708 4.888 -0.12 -0.01 0.01 0.43
H -1.515 1.024 2.462 0.12 -0.10 -0.14 0.42
H 2.816 -0.458 4.179 0.13 -0.02 0.03 0.54
H 4.392 0.320 2.554 0.10 0.02 0.05 0.56
H 6.830 -0.104 -0.287 -0.14 -0.08 0.14 0.32
H 6.806 -0.869 1.315 -0.06 0.08 -0.12 0.29
H 6.103 1.825 0.989 0.10 -0.02 0.01 0.34
H 4.948 -0.969 -1.495 0.06 0.00 -0.15 0.39
H 2.492 -1.197 -1.690 -0.13 0.19 0.02 0.44
C -0.552 3.624 0.467 0.23 0.04 -0.10 -1.39
C -1.781 2.866 0.112 -0.08 -0.34 0.13 0.84
C -3.007 3.521 -0.115 -0.18 -0.18 -0.04 -1.24
C -4.143 2.792 -0.323 0.25 0.17 0.06 -0.89
C -4.086 1.382 -0.302 0.31 -0.21 0.03 0.47
C -5.198 0.525 -0.385 -0.36 -0.28 -0.03 0.07
Br -6.953 1.253 -0.585 -0.01 -0.03 -0.01 -0.30
C -5.062 -0.838 -0.276 -0.17 0.37 -0.05 -0.32
C -3.805 -1.394 -0.101 0.17 -0.09 0.01 -0.32
Br -3.640 -3.275 0.104 -0.09 0.02 -0.01 -0.21
C -2.620 -0.642 -0.013 0.41 -0.82 0.25 0.70
O -1.487 -1.165 0.222 -0.72 0.07 -0.05 -0.65
C -2.806 0.793 -0.128 -0.53 0.34 -0.03 -0.10
N -1.710 1.553 0.063 -0.12 0.25 0.15 1.01
H -0.802 4.530 1.011 -0.04 0.12 0.15 0.52
H -0.049 3.886 -0.466 0.09 0.03 0.14 0.26
H 0.127 2.990 1.048 -0.10 0.29 -0.16 0.09
H -3.024 4.599 -0.110 -0.06 0.14 0.01 0.50
H -5.094 3.284 -0.465 -0.03 0.00 -0.06 0.31
H -5.933 -1.479 -0.306 0.00 0.01 -0.04 0.40
O 1.890 1.784 -3.460 1.11 -0.51 -1.23 -0.78
Se 0.878 1.765 -2.243 0.98 1.83 -0.37 1.26
O 1.669 1.978 -0.804 0.63 0.24 -0.01 -0.65
O 0.176 0.272 -2.056 -0.44 -1.34 1.33 -0.63
O -0.258 2.869 -2.404 -1.18 0.84 -0.14 -0.79
```
Positions in Å, forces in eV/Å.

No. 4
Density functional theory data (the ωB97M-V functional and the def2-TZVPD basis) for a molecular structure, C5H7NO.

Calculated values
**Largest force on an atom**: 0.0097 hartree/bohr
**ΔE to the lowest compared entry with this formula, charge and spin**: 94.8 kcal/mol
**Gap between HOMO and LUMO (alpha / beta)**: 7.67 / 7.67 eV
**LUMO level (alpha / beta)**: -1.292 / -1.291 eV

```
14
Properties=species:S:1:pos:R:3:forces:R:3:mulliken_charge:R:1
C -0.861 -0.291 -0.161 0.22 -0.11 0.11 0.48
C -1.488 0.962 0.369 0.08 0.01 -0.01 -1.23
C 0.948 -0.407 -0.663 0.09 0.11 0.06 -0.16
C 1.607 0.637 -0.113 -0.29 -0.28 -0.06 -0.67
N -0.738 -1.377 0.705 0.03 0.07 -0.06 -0.69
C 0.481 -1.717 0.350 0.03 -0.08 0.08 0.57
O 1.302 -2.554 0.615 -0.24 0.41 -0.16 -0.54
H -1.127 -0.490 -1.204 0.06 0.00 0.03 0.30
H 1.146 -0.667 -1.700 0.01 0.02 0.04 0.41
H -2.539 0.714 0.554 0.07 -0.03 -0.02 0.37
H -1.054 1.257 1.323 -0.01 -0.03 -0.03 0.29
H -1.445 1.786 -0.342 0.00 -0.04 0.02 0.34
H 1.406 0.941 0.910 -0.02 -0.04 0.00 0.26
H 2.362 1.208 -0.644 -0.05 -0.03 -0.02 0.27
```
Positions in Å, forces in eV/Å.

No. 5
Density functional theory data (the ωB97M-V functional and the def2-TZVPD basis) for a single C7H14S molecule in a non-equilibrium geometry.

Calculated values
**Largest force on an atom**: 0.0516 hartree/bohr
**SMILES string**: C[C@@H]1[C@@H](CS)C[C@H]1C
**ΔE to the lowest compared entry with this formula, charge and spin**: 28.8 kcal/mol
**Gap between HOMO and LUMO**: 9.70 eV
**LUMO level**: 0.857 eV

```
22
Properties=species:S:1:pos:R:3:forces:R:3:mulliken_charge:R:1
C 1.576 -1.608 -0.845 -0.32 -1.63 -0.80 -1.65
C 1.105 -0.651 0.163 1.61 1.89 0.94 0.63
C -0.059 -1.004 1.152 1.52 -0.62 0.58 -0.92
C -0.632 0.356 0.864 1.01 0.71 -1.47 0.22
C -2.072 0.385 0.636 -1.95 -0.04 1.46 -1.06
C 0.367 0.608 -0.357 -1.92 -0.89 0.40 -0.07
C 1.034 1.957 -0.589 1.05 -0.72 0.72 -1.52
H 1.828 -2.492 -0.289 0.37 -0.81 0.09 0.40
H 2.481 -1.310 -1.364 0.00 0.30 -0.17 0.39
H 0.818 -1.941 -1.581 0.18 0.41 0.25 0.33
H 2.050 -0.299 0.654 -0.83 -0.30 0.35 0.20
H -0.645 -1.870 0.793 0.01 0.53 0.00 0.31
H 0.169 -1.190 2.242 0.08 0.09 -1.21 0.23
H -0.372 1.135 1.567 0.05 -0.13 0.74 0.45
H -2.584 -0.123 1.512 0.46 0.87 -0.77 0.36
H -2.344 1.425 0.588 -0.66 0.35 -0.09 0.46
H -3.826 0.101 -0.896 -0.27 0.09 0.04 0.12
H -0.075 0.290 -1.320 -0.23 0.30 0.42 0.28
H 1.680 2.268 0.292 -1.03 -0.01 -0.91 0.32
H 0.407 2.755 -1.022 0.05 -0.37 0.66 0.34
H 1.725 1.682 -1.371 0.68 0.42 -0.46 0.42
S -2.632 -0.475 -0.829 0.15 -0.45 -0.78 -0.24
```
Positions in Å, forces in eV/Å.

Which formula does entry 5 have?
C7H14S